Entry 1:
A structure of composition C16H29AlF4GeN2O5SSe. Source: OMol25; level of theory: wB97M-V/def2-TZVPD.

## Properties
E_HOMO, eV: -8.425
Energy above the lowest of the compared OMol25 structures with the same formula, charge and spin, eV: 0.318
Strongest force on any atom, eV/Å: 0.7
Frontier orbital gap, Eh: 0.319

Last column: Mulliken charge in e.
Element x y z (Å)
Al (1.253, 0.701, -1.747)  -0.445
C (1.695, 3.537, -1.983)  -1.234
N (1.652, 2.611, -0.827)  0.502
C (2.910, 2.756, -0.067)  -1.325
C (0.497, 2.947, 0.039)  -0.788
C (-0.758, 2.116, -0.299)  -0.615
N (-0.486, 1.309, -1.481)  1.103
C (-1.552, 0.885, -2.251)  0.398
C (-1.326, 0.643, -3.608)  0.406
F (-0.073, 0.870, -4.078)  -0.367
C (-2.299, 0.220, -4.477)  0.179
F (-1.976, 0.016, -5.761)  -0.316
C (-3.598, 0.027, -4.042)  -0.608
C (-3.852, 0.269, -2.712)  0.170
F (-5.090, 0.092, -2.225)  -0.313
C (-2.863, 0.675, -1.829)  -0.107
F (-3.197, 0.804, -0.527)  -0.352
H (1.766, 4.571, -1.632)  0.442
H (0.787, 3.430, -2.577)  0.349
H (2.558, 3.301, -2.602)  0.357
H (3.021, 3.795, 0.259)  0.450
H (3.757, 2.474, -0.688)  0.424
H (2.884, 2.100, 0.800)  0.357
H (0.286, 4.014, -0.062)  0.267
H (0.790, 2.773, 1.073)  0.403
H (-1.601, 2.785, -0.476)  0.558
H (-1.023, 1.499, 0.564)  0.107
H (-4.377, -0.297, -4.716)  0.508
C (0.455, -2.354, 4.833)  -1.213
Ge (-1.168, -1.667, 4.018)  0.537
C (-1.372, 0.220, 4.432)  -1.150
C (-2.727, -2.674, 4.602)  -1.177
C (-1.065, -1.822, 2.070)  -0.952
Se (0.516, -0.995, 1.303)  -0.021
C (1.742, -2.498, 1.427)  -1.079
H (0.381, -2.296, 5.919)  0.394
H (1.314, -1.760, 4.519)  0.369
H (0.625, -3.395, 4.556)  0.359
H (-1.315, 0.386, 5.508)  0.385
H (-2.337, 0.586, 4.077)  0.341
H (-0.581, 0.798, 3.953)  0.333
H (-2.850, -2.621, 5.685)  0.357
H (-2.634, -3.723, 4.318)  0.362
H (-3.626, -2.269, 4.135)  0.362
H (-1.917, -1.302, 1.626)  0.335
H (-1.105, -2.858, 1.729)  0.499
H (2.027, -2.680, 2.459)  0.341
H (2.615, -2.226, 0.839)  0.274
H (1.268, -3.382, 1.006)  0.368
O (4.772, 0.700, -1.625)  -0.679
S (3.603, -0.081, -1.903)  1.018
O (3.815, -1.426, -2.363)  -0.711
O (2.647, 0.688, -2.888)  -0.586
O (2.600, -0.066, -0.710)  -0.228
C (0.852, -2.218, -2.939)  -0.806
O (0.499, -1.137, -2.044)  0.496
H (0.222, -3.073, -2.703)  0.334
H (1.908, -2.455, -2.844)  0.286
H (0.632, -1.869, -3.943)  0.225
H (0.419, -1.450, -1.120)  0.115

***

Entry 2:
A structure of composition C16H29B2ClN3O2Si2 at a distorted geometry. Source: OMol25; level of theory: wB97M-V/def2-TZVPD.

## Properties
E_HOMO, eV: -3.495
Energy above the lowest of the compared OMol25 structures with the same formula, charge and spin, eV: 0.000
Strongest force on any atom, eV/Å: 1.3
Frontier orbital gap, Eh: 0.158
Net charge: -1

Last column: Mulliken charge in e.
Element x y z (Å)
C (-5.704, 4.256, 1.307)  -0.969
B (-4.699, 4.959, 0.327)  0.361
O (-5.216, 5.770, -0.668)  -0.519
C (-3.128, 4.772, 0.458)  0.405
C (-2.583, 3.471, 0.537)  -0.622
N (-1.309, 3.232, 0.661)  -0.300
C (-0.501, 4.323, 0.693)  0.268
C (0.908, 4.136, 0.818)  -0.270
B (1.609, 2.718, 0.979)  0.414
C (1.091, 1.523, 1.838)  -0.826
O (2.819, 2.555, 0.329)  -0.545
C (1.728, 5.242, 0.801)  -0.492
C (1.178, 6.535, 0.681)  0.209
Cl (2.280, 7.878, 0.650)  -0.228
C (-0.168, 6.722, 0.590)  -0.473
C (-1.046, 5.615, 0.586)  0.358
N (-2.381, 5.854, 0.477)  -0.561
H (-5.568, 3.174, 1.327)  0.351
H (-5.608, 4.606, 2.334)  0.345
H (-6.727, 4.431, 0.986)  0.239
H (-4.931, 5.425, -1.522)  0.310
H (-3.246, 2.617, 0.505)  0.383
H (0.017, 1.500, 1.980)  0.272
H (1.366, 0.588, 1.355)  0.218
H (1.544, 1.519, 2.832)  0.330
H (2.745, 2.878, -0.575)  0.296
H (2.795, 5.105, 0.868)  0.545
H (-0.561, 7.723, 0.518)  0.496
C (1.177, -7.231, -2.438)  -1.026
Si (1.692, -5.595, -1.629)  0.125
C (2.393, -4.516, -3.027)  -1.061
C (3.138, -6.016, -0.472)  -1.057
N (0.365, -4.932, -0.854)  -0.065
Si (0.331, -3.493, 0.000)  -0.004
C (0.745, -1.964, -1.048)  -0.768
C (1.478, -3.465, 1.513)  -1.033
C (-1.425, -3.217, 0.661)  -1.019
H (2.021, -7.701, -2.959)  0.269
H (0.812, -7.929, -1.682)  0.248
H (0.381, -7.060, -3.166)  0.248
H (3.099, -5.083, -3.648)  0.351
H (2.931, -3.650, -2.635)  0.302
H (1.587, -4.162, -3.671)  0.251
H (2.777, -6.559, 0.403)  0.254
H (3.656, -5.116, -0.132)  0.302
H (3.880, -6.646, -0.979)  0.347
H (1.809, -1.917, -1.290)  0.259
H (0.491, -1.042, -0.507)  0.093
H (0.176, -1.976, -1.980)  0.313
H (1.346, -4.374, 2.103)  0.281
H (1.258, -2.606, 2.162)  0.341
H (2.527, -3.389, 1.221)  0.299
H (-1.717, -4.039, 1.318)  0.248
H (-2.137, -3.163, -0.166)  0.263
H (-1.493, -2.282, 1.232)  0.246

***

Entry 3:
A structure of composition C16H29ClIMnN2OP2Se at a distorted geometry. Source: OMol25; level of theory: wB97M-V/def2-TZVPD.

## Properties
E_HOMO (spin up / spin down), eV: -14.126 / -14.136
Strongest force on any atom, eV/Å: 2.9
Multiplicity: 5
Frontier orbital gap (spin up / spin down), Eh: 0.173 / 0.271
Net charge: +2

Last column: Mulliken charge in e.
Element x y z (Å)
C (0.147, 0.835, -8.134)  -0.922
C (0.152, 1.553, -6.812)  0.511
H (0.150, 1.575, -8.943)  0.304
H (-0.748, 0.212, -8.224)  0.317
H (1.037, 0.203, -8.225)  0.316
O (0.161, 2.741, -6.615)  -0.418
I (0.139, 0.218, -5.078)  -0.027
Mn (0.157, -0.691, -1.027)  -0.200
P (2.537, -0.191, -1.103)  1.009
C (3.186, 1.142, -0.046)  -1.031
C (3.582, -1.627, -0.653)  -1.123
H (4.644, -1.383, -0.814)  0.431
H (4.195, 0.189, -2.830)  0.399
H (3.299, -2.484, -1.279)  0.360
H (2.631, -0.360, -3.522)  0.229
H (2.795, 1.059, 0.975)  0.212
H (3.417, -1.899, 0.400)  0.304
C (3.103, 0.276, -2.764)  -1.050
H (4.284, 1.127, -0.018)  0.399
H (2.796, 1.308, -2.967)  0.390
H (2.851, 2.099, -0.463)  0.405
P (-2.189, -0.189, -1.079)  1.039
C (-2.825, 1.103, 0.034)  -1.021
C (-2.783, 0.309, -2.718)  -1.059
H (-2.962, -2.458, -1.375)  0.366
H (-4.253, -1.398, -0.710)  0.422
H (-2.939, -2.034, 0.353)  0.350
C (-3.186, -1.663, -0.653)  -1.187
H (-2.335, -0.316, -3.499)  0.233
H (-3.877, 0.237, -2.768)  0.407
H (-3.922, 1.065, 0.087)  0.389
H (-2.521, 2.074, -0.376)  0.409
H (-2.470, 1.341, -2.911)  0.405
H (-2.407, 1.010, 1.046)  0.219
Cl (0.143, -2.415, -2.455)  -0.424
C (1.962, -0.848, 3.457)  -0.609
N (0.549, -0.505, 3.472)  0.278
C (-0.341, -0.887, 2.521)  -0.274
Se (0.073, -1.987, 1.071)  -0.167
N (-1.563, -0.445, 2.954)  0.216
C (-1.453, 0.169, 4.212)  0.652
C (-2.423, 0.489, 5.158)  -0.730
C (-1.971, 0.784, 6.456)  -0.561
C (-0.601, 0.735, 6.776)  -0.717
C (0.361, 0.412, 5.809)  -0.837
C (-0.104, 0.147, 4.525)  0.856
H (2.081, -1.916, 3.247)  0.392
H (2.374, -0.606, 4.442)  0.261
H (2.499, -0.281, 2.686)  0.068
H (-2.428, -0.642, 2.457)  0.282
H (-3.476, 0.495, 4.869)  0.405
H (-2.687, 1.036, 7.240)  0.401
H (-0.269, 0.941, 7.795)  0.397
H (1.428, 0.338, 6.021)  0.326

***

Please write out number 3 again, unchanged.
A structure of composition C16H29ClIMnN2OP2Se at a distorted geometry. Source: OMol25; level of theory: wB97M-V/def2-TZVPD.

## Properties
E_HOMO (spin up / spin down), eV: -14.126 / -14.136
Strongest force on any atom, eV/Å: 2.9
Multiplicity: 5
Frontier orbital gap (spin up / spin down), Eh: 0.173 / 0.271
Net charge: +2

Last column: Mulliken charge in e.
Element x y z (Å)
C (0.147, 0.835, -8.134)  -0.922
C (0.152, 1.553, -6.812)  0.511
H (0.150, 1.575, -8.943)  0.304
H (-0.748, 0.212, -8.224)  0.317
H (1.037, 0.203, -8.225)  0.316
O (0.161, 2.741, -6.615)  -0.418
I (0.139, 0.218, -5.078)  -0.027
Mn (0.157, -0.691, -1.027)  -0.200
P (2.537, -0.191, -1.103)  1.009
C (3.186, 1.142, -0.046)  -1.031
C (3.582, -1.627, -0.653)  -1.123
H (4.644, -1.383, -0.814)  0.431
H (4.195, 0.189, -2.830)  0.399
H (3.299, -2.484, -1.279)  0.360
H (2.631, -0.360, -3.522)  0.229
H (2.795, 1.059, 0.975)  0.212
H (3.417, -1.899, 0.400)  0.304
C (3.103, 0.276, -2.764)  -1.050
H (4.284, 1.127, -0.018)  0.399
H (2.796, 1.308, -2.967)  0.390
H (2.851, 2.099, -0.463)  0.405
P (-2.189, -0.189, -1.079)  1.039
C (-2.825, 1.103, 0.034)  -1.021
C (-2.783, 0.309, -2.718)  -1.059
H (-2.962, -2.458, -1.375)  0.366
H (-4.253, -1.398, -0.710)  0.422
H (-2.939, -2.034, 0.353)  0.350
C (-3.186, -1.663, -0.653)  -1.187
H (-2.335, -0.316, -3.499)  0.233
H (-3.877, 0.237, -2.768)  0.407
H (-3.922, 1.065, 0.087)  0.389
H (-2.521, 2.074, -0.376)  0.409
H (-2.470, 1.341, -2.911)  0.405
H (-2.407, 1.010, 1.046)  0.219
Cl (0.143, -2.415, -2.455)  -0.424
C (1.962, -0.848, 3.457)  -0.609
N (0.549, -0.505, 3.472)  0.278
C (-0.341, -0.887, 2.521)  -0.274
Se (0.073, -1.987, 1.071)  -0.167
N (-1.563, -0.445, 2.954)  0.216
C (-1.453, 0.169, 4.212)  0.652
C (-2.423, 0.489, 5.158)  -0.730
C (-1.971, 0.784, 6.456)  -0.561
C (-0.601, 0.735, 6.776)  -0.717
C (0.361, 0.412, 5.809)  -0.837
C (-0.104, 0.147, 4.525)  0.856
H (2.081, -1.916, 3.247)  0.392
H (2.374, -0.606, 4.442)  0.261
H (2.499, -0.281, 2.686)  0.068
H (-2.428, -0.642, 2.457)  0.282
H (-3.476, 0.495, 4.869)  0.405
H (-2.687, 1.036, 7.240)  0.401
H (-0.269, 0.941, 7.795)  0.397
H (1.428, 0.338, 6.021)  0.326